Entry 1:
116
Properties=species:S:1:pos:R:3:mulliken_charge:R:1 method="wB97M-V/def2-TZVPD" relative_energy_kj_mol=0.00 charge=+1 max_force_ev_per_a=0.8 total_energy_ev=-146538.39215 homo_lumo_gap_ev=7.563 e_homo_ev=-10.3
Cd -0.29216 0.33021 -0.00237 5.1278
C 3.85251 1.60616 0.31988 -0.2643
C 3.95352 0.42075 1.29647 -1.7979
P 2.35206 -0.31704 1.88847 1.9690
C 3.04361 -1.92236 2.49189 0.5016
C 3.17496 -2.93648 1.54034 -0.5160
C 3.70791 -4.17231 1.87657 -0.7731
C 4.11930 -4.41669 3.17877 -0.5824
C 4.01405 -3.41230 4.12947 -0.7423
C 3.48384 -2.17340 3.79127 -0.3658
C 2.07483 0.55540 3.48056 -0.1003
C 1.22375 -0.02723 4.42485 -0.5008
C 0.89216 0.63788 5.59545 -0.8264
C 1.39758 1.90834 5.84092 -0.7591
C 2.24352 2.49769 4.91344 -0.8029
C 2.57632 1.82815 3.74214 -0.6718
C 3.59991 1.20511 -1.14867 -1.8881
P 1.81899 1.10037 -1.68013 1.0269
C 1.59805 2.65210 -2.64582 0.2218
C 1.83248 2.73052 -4.01934 -0.5513
C 1.61215 3.91721 -4.70357 -0.7401
C 1.15444 5.04164 -4.03157 -0.6751
C 0.91814 4.97643 -2.66706 -0.7247
C 1.13183 3.78764 -1.98546 0.1025
C 1.82023 -0.10687 -3.05070 0.0083
C 2.95818 -0.52686 -3.73351 -0.3344
C 2.84204 -1.35209 -4.84560 -0.7918
C 1.59045 -1.75493 -5.29044 -0.7976
C 0.44792 -1.33322 -4.62129 -0.4678
C 0.56462 -0.51847 -3.50647 -0.2836
H 4.80518 2.13693 0.35691 0.5801
H 3.08606 2.31417 0.65133 -0.2110
H 4.53058 0.69931 2.18020 0.6558
H 4.49145 -0.39711 0.81316 0.8496
H 2.86927 -2.74469 0.51864 0.1466
H 3.80047 -4.94615 1.12416 0.4371
H 4.52932 -5.38193 3.44784 0.3973
H 4.35199 -3.59049 5.14318 0.4284
H 3.42588 -1.40272 4.54652 0.3949
H 0.83258 -1.02413 4.24969 0.7028
H 0.23433 0.16298 6.31385 0.4590
H 1.14219 2.43126 6.75399 0.4342
H 2.64713 3.48583 5.09889 0.4470
H 3.23770 2.30947 3.02962 0.2695
H 4.06486 0.23520 -1.33693 0.6434
H 4.06414 1.93528 -1.81070 0.5935
H 2.17920 1.86683 -4.57009 0.3711
H 1.78792 3.95922 -5.77124 0.4364
H 0.96994 5.96113 -4.57320 0.3944
H 0.54759 5.84415 -2.13599 0.4495
H 0.89741 3.73665 -0.93303 0.1730
H 3.94253 -0.20231 -3.41867 0.4006
H 3.73125 -1.66390 -5.37871 0.4238
H 1.50382 -2.38652 -6.16565 0.4226
H -0.53265 -1.62850 -4.97678 0.5628
H -0.33233 -0.17487 -2.99702 -0.0224
S -3.97560 2.23715 6.42789 0.0824
N -3.67929 0.78467 5.79672 -0.7189
C -2.84211 0.97048 4.79487 0.7508
C -2.31229 -0.06678 3.93361 0.7105
C -2.57039 -1.42218 4.13567 -0.5374
C -2.02382 -2.34174 3.27142 -1.5054
C -1.27107 -1.87622 2.20098 -0.7315
N -1.01091 -0.59381 2.00495 1.3139
C -1.49278 0.31498 2.86929 -0.6272
C -1.06732 1.72072 2.71382 -0.5795
N -0.14970 1.98999 1.77396 1.1896
C 0.33471 3.21718 1.69092 -0.7705
C -0.09350 4.26959 2.48867 -1.7005
C -1.06144 4.01716 3.43386 -0.6870
C -1.54150 2.71739 3.57317 0.4082
C -2.48560 2.33592 4.60400 0.7121
N -3.06170 3.15089 5.46565 -0.6968
H -3.19010 -1.72347 4.97099 0.5918
H -2.18690 -3.40275 3.40022 0.4561
H -0.85750 -2.57138 1.47836 0.2358
H 1.11674 3.37232 0.95975 0.1087
H 0.33729 5.25395 2.36747 0.5421
H -1.43905 4.79242 4.08877 0.5464
N 0.67135 -2.93648 -1.11027 0.2305
C 0.57648 -1.86202 -0.70181 -1.2733
H 0.70645 -3.85819 -1.50168 0.1760
O -2.50482 -1.20872 -0.74888 0.9001
C -3.52375 -2.03911 -1.31766 2.8256
C -2.92207 -3.43667 -1.46966 -0.7575
C -1.90066 -3.72887 -2.32348 -1.0317
C -1.54864 -5.10559 -2.33171 -0.7432
C -2.32701 -5.83850 -1.48830 -0.6578
S -3.48217 -4.86512 -0.69023 -0.0602
C -4.75646 -1.94916 -0.43478 -0.2397
C -5.90673 -1.26894 -0.70241 -0.6125
C -6.81228 -1.23765 0.39491 -0.9123
C -6.32480 -1.88192 1.48710 -0.6832
S -4.76982 -2.53080 1.19155 0.1199
C -3.86928 -1.56356 -2.72563 -0.8730
C -3.40379 -0.46489 -3.37367 -0.0913
C -3.88462 -0.36793 -4.71553 -0.9885
C -4.69809 -1.40035 -5.05211 -0.5826
S -4.89517 -2.50231 -3.75098 -0.0656
H -1.43838 -2.97389 -2.94672 0.9455
H -0.78014 -5.53515 -2.96333 0.5754
H -2.30422 -6.90192 -1.30210 0.4828
H -6.10986 -0.79656 -1.65346 0.5646
H -7.78267 -0.76209 0.36232 0.4364
H -6.78975 -2.02003 2.45162 0.5305
H -2.75157 0.25970 -2.90712 0.2817
H -3.62683 0.43894 -5.38893 0.4378
H -5.21149 -1.58285 -5.98416 0.4627
N -3.51932 0.85783 0.49716 -0.1516
C -3.19612 1.96872 -0.07918 0.5827
N -3.91325 3.12772 0.01917 -0.4431
S -1.76620 2.07257 -1.08201 -0.7916
H -4.39056 0.91503 1.02256 0.1275
H -2.94774 -0.47948 -0.22815 -1.1187
H -4.85531 3.09484 0.37067 0.2251
H -3.67475 3.88769 -0.59256 0.2387

=====

Entry 2:
59
Properties=species:S:1:pos:R:3:nbo_charge:R:1 method="wB97M-V/def2-TZVPD" relative_energy_kj_mol=227.61 max_force_ev_per_a=1.1 total_energy_ev=-49832.90829 homo_lumo_gap_ev=8.330 smiles="CCn1cc(C(=O)NCc2ccco2)c(=O)c2cc(S(=O)(=O)N3CCC(C)CC3)ccc21" e_homo_ev=-8.5
C 1.89203 -4.04243 -3.25416 -0.6251
H 0.97178 -4.61061 -3.36111 0.2210
H 1.91239 -3.24543 -3.99285 0.2209
H 2.72527 -4.71104 -3.45746 0.2321
C 2.05549 -3.50238 -1.84211 -0.2036
N 1.01552 -2.57659 -1.40324 -0.3683
C -0.01445 -2.23855 -2.19756 0.1370
C -1.01966 -1.38113 -1.86597 -0.3321
C -1.04217 -0.74903 -0.56718 0.5865
O -1.88434 0.06200 -0.18419 -0.6385
C 0.07591 -1.15644 0.30080 -0.2077
C 0.12806 -0.63070 1.59512 -0.1259
C 1.16429 -0.94741 2.43470 -0.3556
C 2.16385 -1.81543 2.01705 -0.1527
C 2.12555 -2.36261 0.75437 -0.2794
C 1.08316 -2.04333 -0.13236 0.2705
H 2.90952 -3.04175 0.46488 0.2259
H 2.95333 -2.06209 2.70918 0.2470
S 1.25879 -0.22967 4.08230 2.3397
O -0.07551 -0.00710 4.54790 -0.9329
O 2.14486 -1.05522 4.85062 -0.9445
N 1.98284 1.25001 3.93795 -0.6770
C 1.21594 2.34698 3.40002 -0.2303
C 1.45715 2.55471 1.90328 -0.4089
H 1.05361 1.71097 1.34045 0.2030
H 0.93243 3.45510 1.58023 0.2167
C 2.95419 2.68340 1.61093 -0.2188
C 3.20444 2.84853 0.11489 -0.5970
H 4.26871 2.94490 -0.08746 0.2073
H 2.82665 1.98563 -0.43033 0.2017
H 2.70097 3.73611 -0.26025 0.2111
C 3.67735 1.44898 2.15631 -0.4171
C 3.39454 1.28760 3.65112 -0.2276
H 3.81805 0.36320 4.04439 0.2355
H 3.82938 2.13157 4.19945 0.1982
H 3.33340 0.56274 1.61774 0.2005
H 4.75369 1.54424 2.00220 0.2134
H 3.33774 3.56783 2.13270 0.1924
H 0.16895 2.12842 3.60981 0.2398
H 1.49986 3.25406 3.94692 0.1971
H -0.67171 0.01668 1.92164 0.2645
C -2.05036 -1.15269 -2.92765 0.6719
O -1.96744 -1.70246 -4.01551 -0.6628
N -3.04846 -0.32869 -2.57393 -0.6066
H -3.00797 0.10106 -1.65204 0.4387
C -4.09297 0.06276 -3.49565 -0.2732
C -4.12940 1.54472 -3.66900 0.2626
C -4.96100 2.49283 -3.14760 -0.3027
C -4.49134 3.73975 -3.62742 -0.3179
C -3.40759 3.45531 -4.39757 0.0889
O -3.18104 2.13304 -4.42860 -0.3948
H -2.74056 4.08088 -4.95703 0.2012
H -4.90457 4.70626 -3.42444 0.2270
H -5.80291 2.32482 -2.50790 0.2255
H -5.06499 -0.27822 -3.12438 0.2112
H -3.86755 -0.43036 -4.44656 0.2521
H -0.05887 -2.67132 -3.18523 0.2518
H 2.06986 -4.34676 -1.14388 0.2046
H 3.01785 -2.98234 -1.77527 0.2034

=====

Entry 3:
25
Properties=species:S:1:pos:R:3:nbo_charge:R:1 method="wB97M-V/def2-TZVPD" relative_energy_kj_mol=68.96 charge=-1 max_force_ev_per_a=2.5 total_energy_ev=-35483.11469 homo_lumo_gap_ev=2.868 e_homo_ev=-0.2
C 2.45237 -0.95357 -1.51135 -0.3957
C 2.83045 0.34948 -1.01210 -0.3809
C 1.78071 1.27512 -1.36067 -0.3585
C 0.80158 0.56307 -2.10820 -0.3057
C 1.16653 -0.81995 -2.15336 -0.3420
Sn 1.16678 -0.44073 0.54807 -0.1676
P 1.33343 -2.27287 2.34023 -0.0972
H 3.10315 -1.83776 -1.57104 0.2262
H 3.80512 0.61149 -0.59097 0.2383
H 1.78322 2.34494 -1.16881 0.2161
H 0.65207 -1.59083 -2.70475 0.2130
H -0.04622 1.00389 -2.64562 0.2063
H 0.99353 -1.55919 3.54344 0.0713
H 2.74189 -2.51893 2.24704 0.0673
H 0.51635 -3.41352 2.05671 -0.1041
C -3.30932 1.63224 -0.31034 -0.8470
S -1.80260 0.64140 -0.04959 1.2395
C -1.76883 0.58448 1.77027 -0.8443
O -2.06009 -0.76796 -0.49541 -0.9960
H -3.24302 2.56202 0.26632 0.2170
H -4.18696 1.02618 0.01165 0.2150
H -3.37991 1.88005 -1.38332 0.2274
H -2.72193 0.97017 2.12148 0.2026
H -1.67790 -0.46456 2.05246 0.2485
H -0.93042 1.19536 2.10787 0.2504

=====

Entry 4:
51
Properties=species:S:1:pos:R:3:nbo_charge:R:1 method="wB97M-V/def2-TZVPD" relative_energy_kj_mol=807.50 max_force_ev_per_a=7.8 total_energy_ev=-32065.73751 homo_lumo_gap_ev=6.342 e_homo_ev=-5.9
Pd 6.32076 4.78758 12.78811 -0.1448
C 2.56983 7.17544 12.72418 -0.6701
C 3.80643 7.87214 12.33369 0.2288
C 3.91129 8.84183 11.25962 -0.2694
C 5.18735 9.39908 10.98568 -0.1426
C 6.30366 8.86813 11.75093 -0.2369
C 6.01194 7.91338 12.62535 0.1361
N 4.81471 7.52641 13.15427 -0.3874
C 6.97053 7.60370 13.65026 0.2164
C 7.62091 8.49444 14.54370 -0.2539
C 8.40549 8.02648 15.68300 -0.1303
C 8.45266 6.73602 16.05812 -0.2462
C 7.76121 5.96371 15.21533 0.1623
N 7.17786 6.25190 13.99692 -0.4144
C 7.62355 4.53229 15.46704 0.2498
C 8.72324 3.67920 14.73844 -0.2531
C 8.60570 2.31349 15.01126 -0.1978
C 7.51216 1.77367 15.65626 -0.2452
C 6.52010 2.63717 15.91707 0.1846
C 5.13718 2.23994 16.50307 -0.7100
N 6.47725 3.93150 16.03681 -0.4063
H 2.92052 6.36714 13.20426 0.2556
H 2.07584 6.69483 11.79964 0.2150
H 1.52816 7.82067 12.77650 0.2434
H 2.89061 9.12213 10.91379 0.2247
H 5.35673 10.07753 10.17504 0.2177
H 7.24060 9.19977 11.65012 0.2176
H 7.65017 9.67373 14.49147 0.2271
H 9.03261 8.57115 16.17997 0.1948
H 8.98005 6.38548 16.92513 0.2367
H 9.51127 3.90892 14.04079 0.2363
H 8.86901 1.51601 14.49000 0.2105
H 7.22821 0.56669 15.41979 0.2137
H 4.59513 1.71878 15.74772 0.2231
H 4.18400 2.86558 16.16410 0.2662
H 5.05648 1.33062 17.22389 0.2382
N 3.11887 3.65520 9.43829 -0.8455
C 4.23139 4.57738 9.31739 -0.2179
C 5.54415 3.82033 9.35590 -0.4131
C 5.73601 2.83093 10.55417 -0.2091
N 5.22158 3.23721 11.80387 -0.8391
H 2.86174 3.14272 8.44391 0.3404
H 2.32621 4.30218 9.61184 0.3491
H 4.08030 5.11559 10.25633 0.1908
H 4.01771 5.16395 8.44939 0.1763
H 6.28489 4.53198 9.38312 0.2068
H 5.68522 3.49600 8.42318 0.1972
H 6.74379 2.65322 10.51352 0.2060
H 5.34583 1.90029 10.00887 0.1614
H 5.52913 2.62390 12.55147 0.3984
H 4.17320 3.35205 11.89505 0.4081

=====

Entry 5:
24
Properties=species:S:1:pos:R:3:nbo_charge:R:1 method="wB97M-V/def2-TZVPD" max_force_ev_per_a=5.4 total_energy_ev=-42813.47919 homo_lumo_gap_ev=10.484 smiles="CO[C@H](NCCC(=O)O)C(F)=C(Cl)Cl" e_homo_ev=-10.0
C -2.17846 0.25648 -0.48434 0.2775
C -3.04193 -0.62610 -0.12757 -0.0955
C 1.96215 -1.36279 0.49983 0.7744
C -0.77673 1.44088 1.84505 -0.2417
C 1.90008 -1.58883 -0.96324 -0.5225
C 0.54977 -1.32522 -1.74748 -0.1931
C -0.56236 0.13194 -0.19271 0.2263
N 0.19074 0.00425 -1.30715 -0.6714
O 1.97903 -2.29564 1.27850 -0.5831
O 2.02095 -0.12592 0.83010 -0.6607
O -0.30164 1.36696 0.51256 -0.5606
F -2.48793 1.04474 -1.51420 -0.3131
Cl -4.73439 -0.81304 -0.82642 -0.0026
Cl -2.69550 -1.78152 1.16430 0.0326
H -0.10626 0.85406 2.49230 0.1864
H -1.73924 0.94724 1.79092 0.1689
H -0.83736 2.43477 2.05468 0.1960
H 2.19328 -2.54437 -1.09332 0.2312
H 2.48145 -0.91032 -1.56854 0.2150
H 0.83836 -1.43254 -2.75802 0.2154
H -0.39987 -1.96498 -1.59153 0.1926
H -0.40474 -0.74024 0.50970 0.2148
H -0.08646 0.56905 -2.10654 0.3990
H 1.79886 0.47524 0.11750 0.5142